1.
{"formula": "C5H4Br2N2O3", "method": "ωB97M-V/def2-TZVPD", "homo_ev": [-9.30, -9.16], "gap_ev": [8.420, 7.394], "elements": ["C", "C", "C", "C", "C", "N", "N", "O", "O", "O", "Br", "Br", "H", "H", "H", "H"], "positions_angstrom": [[-1.555, 1.002, 0.472], [0.845, 1.127, 0.454], [-2.622, 0.889, -0.312], [-0.268, 0.375, 0.160], [2.116, 0.905, -0.139], [0.929, -2.367, 0.435], [-0.354, -0.726, -0.613], [2.475, 0.065, -0.907], [0.280, -1.843, -0.576], [1.313, -3.593, 0.126], [-4.223, 1.812, 0.023], [3.449, 2.235, 0.506], [-1.563, 1.645, 1.343], [0.721, 2.025, 1.038], [-2.632, 0.294, -1.215], [1.088, -3.844, -0.794]], "lowdin_charge": [-0.1545, -0.0888, -0.5807, -0.2665, -0.8007, 0.0385, 0.0995, 0.0314, -0.0421, 0.0365, 0.7018, 0.6361, 0.1117, 0.0875, 0.0580, 0.1321]}



2.
{"formula": "C5H4BrO2", "method": "ωB97M-V/def2-TZVPD", "homo_ev": -3.00, "smiles": "[O-]C1=C(Br)C=CCO1", "gap_ev": 6.638, "total_charge": -1, "elements": ["O", "C", "C", "Br", "C", "C", "C", "O", "H", "H", "H", "H"], "positions_angstrom": [[1.672, -1.481, 1.612], [0.982, -0.867, 0.847], [-0.313, -0.365, 0.980], [-1.082, -1.043, 2.736], [-1.277, -0.006, -0.052], [-0.623, 0.498, -1.096], [0.727, 0.742, -0.723], [1.409, -0.495, -0.454], [-2.304, -0.198, -0.059], [-0.983, 0.655, -2.118], [1.021, 1.159, -1.724], [0.770, 1.400, 0.050]], "lowdin_charge": [-0.0020, -0.6548, -0.5386, 0.4820, -0.1601, -0.1749, -0.2987, -0.0225, 0.0698, 0.0889, 0.1236, 0.0873]}



3.
{"formula": "C5H4CaO2", "method": "ωB97M-V/def2-TZVPD", "homo_ev": [-1.65, -2.69], "multiplicity": 2, "gap_ev": [4.756, 5.460], "total_charge": -1, "elements": ["C", "Ca", "O", "C", "H", "H", "O", "C", "C", "C", "H", "H"], "positions_angstrom": [[1.367, 0.306, -0.546], [-1.208, 2.575, 0.339], [0.590, 1.283, 0.024], [0.452, 1.526, 1.455], [0.323, 0.578, 2.006], [1.367, 2.041, 1.794], [1.246, -1.818, -1.622], [0.628, -0.788, -0.894], [-0.706, -1.024, -0.441], [-1.855, -1.169, -0.054], [0.662, -2.141, -2.314], [-2.867, -1.369, 0.252]], "lowdin_charge": [-0.1403, 0.7163, -0.6067, -0.4088, 0.0079, -0.0041, -0.0730, -0.4483, -0.1478, 0.0435, 0.0678, -0.0065]}



4.
{"formula": "C5H4CdO2", "method": "ωB97M-V/def2-TZVPD", "homo_ev": [-17.24, -17.22], "gap_ev": [6.336, 6.322], "total_charge": 2, "elements": ["O", "C", "C", "C", "C", "H", "H", "H", "C", "O", "Cd", "H"], "positions_angstrom": [[-0.028, 2.117, 2.149], [0.413, 1.104, 1.916], [0.985, -0.112, 1.611], [0.570, -0.753, 0.492], [0.201, -1.780, -0.214], [1.626, -0.556, 2.380], [-0.808, -2.188, -0.103], [0.735, -2.024, -1.137], [-0.544, 0.743, -1.642], [-1.133, 1.788, -1.275], [-2.564, 0.821, -2.331], [0.547, 0.839, -1.846]], "lowdin_charge": [0.3950, 0.0146, 0.0203, -0.0097, 0.1300, 0.1729, 0.1286, 0.1263, -0.2599, -0.2790, 1.4888, 0.0721]}



5.
{"formula": "C5H4Cl2S", "method": "ωB97M-V/def2-TZVPD", "homo_ev": -9.00, "smiles": "S=C1C=C[C@@H](Cl)[C@H]1Cl", "gap_ev": 8.005, "elements": ["S", "C", "C", "C", "C", "Cl", "C", "Cl", "H", "H", "H", "H"], "positions_angstrom": [[-2.809, 0.656, 0.046], [-1.244, 0.265, -0.006], [-0.793, -0.924, -0.746], [0.502, -1.132, -0.506], [1.039, -0.112, 0.427], [2.621, 0.563, -0.075], [-0.064, 0.980, 0.531], [0.183, 2.392, -0.525], [-1.451, -1.487, -1.351], [1.069, -2.003, -0.702], [1.168, -0.613, 1.405], [-0.223, 1.417, 1.504]], "lowdin_charge": [0.7577, -0.8575, -0.0992, -0.0814, -0.6860, 0.5939, -0.6960, 0.6351, 0.0993, 0.1088, 0.1236, 0.1018]}



6.
{"formula": "C5H4ClO2", "method": "ωB97M-V/def2-TZVPD", "homo_ev": -4.53, "smiles": "O=C([O-])C(Cl)=C1CC1", "gap_ev": 8.147, "total_charge": -1, "elements": ["O", "C", "O", "C", "Cl", "C", "C", "C", "H", "H", "H", "H"], "positions_angstrom": [[3.762, 1.726, -1.069], [3.592, 1.109, -0.021], [4.003, 1.258, 1.114], [2.452, -0.056, -0.071], [3.310, -1.639, -0.378], [1.153, -0.167, 0.072], [-0.105, -0.994, 0.256], [-0.034, 0.592, 0.519], [-0.589, -1.408, -0.713], [-0.046, -1.627, 1.150], [-0.280, 1.093, 1.502], [-0.494, 1.148, -0.299]], "lowdin_charge": [-0.0446, -0.8128, -0.0340, -0.4236, 0.5098, -0.3575, -0.0999, -0.1109, 0.1110, 0.0807, 0.1048, 0.0770]}



7.
{"formula": "C5H4F2N2", "method": "ωB97M-V/def2-TZVPD", "homo_ev": -8.49, "gap_ev": 8.841, "elements": ["C", "C", "C", "C", "C", "N", "N", "F", "F", "H", "H", "H", "H"], "positions_angstrom": [[1.501, -1.128, -0.203], [0.411, 0.610, 1.010], [-0.477, 0.020, -1.115], [0.856, 0.162, -0.350], [-1.494, -0.183, 0.016], [1.985, -2.157, -0.103], [0.887, 1.194, 1.959], [-1.796, -1.461, 0.313], [-2.634, 0.532, -0.069], [-0.725, 0.955, -1.613], [-0.484, -0.791, -1.850], [1.579, 0.850, -0.808], [0.390, 1.397, 2.813]], "lowdin_charge": [-0.2064, -0.1204, -0.0800, -0.2840, -0.3270, 0.1816, 0.1775, 0.0857, 0.0794, 0.1232, 0.1297, 0.1567, 0.0840]}



8.
{"formula": "C5H4F6O2S", "method": "ωB97M-V/def2-TZVPD", "homo_ev": -11.52, "smiles": "O=S1(=O)CC(F)(F)[C@@H](C(F)(F)F)[C@@H]1F", "gap_ev": 12.082, "elements": ["O", "S", "O", "C", "C", "F", "F", "C", "C", "F", "F", "F", "C", "F", "H", "H", "H", "H"], "positions_angstrom": [[-0.717, 1.459, -2.335], [0.459, 0.972, -1.646], [1.753, 1.308, -2.136], [0.495, -0.827, -1.552], [0.319, -1.227, -0.120], [-0.234, -2.481, 0.020], [1.545, -1.399, 0.505], [-0.473, 0.008, 0.563], [-0.829, -0.145, 2.119], [-0.673, -1.355, 2.750], [-0.196, 0.828, 2.820], [-2.168, 0.091, 2.163], [0.250, 1.281, 0.169], [-0.475, 2.404, 0.288], [1.418, -1.168, -2.035], [-0.332, -1.164, -2.153], [-1.430, -0.046, -0.038], [1.288, 1.461, 0.617]], "lowdin_charge": [-0.2734, 0.7338, -0.2859, -0.1098, -0.4624, 0.0981, 0.0803, -0.0433, -0.4769, 0.1373, 0.1428, 0.1190, -0.3345, 0.0486, 0.1341, 0.1212, 0.1849, 0.1860]}



9.
{"formula": "C5H4FNS", "method": "ωB97M-V/def2-TZVPD", "homo_ev": -9.35, "smiles": "N#CC1=C(F)CSC1", "gap_ev": 9.535, "elements": ["N", "C", "C", "C", "F", "C", "S", "C", "H", "H", "H", "H"], "positions_angstrom": [[3.310, -0.556, -0.181], [2.153, -0.293, 0.071], [0.767, -0.112, 0.132], [0.001, 1.026, -0.012], [0.531, 2.207, 0.017], [-1.496, 1.013, -0.045], [-1.831, -0.729, -0.065], [-0.097, -1.393, 0.090], [-1.828, 1.451, 0.944], [-1.874, 1.493, -1.034], [0.138, -1.939, -0.833], [0.227, -2.169, 0.915]], "lowdin_charge": [0.1523, -0.1654, -0.2431, -0.3514, 0.1309, -0.4298, 0.8612, -0.3924, 0.1091, 0.1290, 0.0712, 0.1283]}



10.
{"formula": "C5H4N", "method": "ωB97M-V/def2-TZVPD", "homo_ev": -15.00, "gap_ev": 7.839, "total_charge": 1, "elements": ["C", "C", "C", "C", "C", "N", "H", "H", "H", "H"], "positions_angstrom": [[-2.702, 0.447, -0.736], [-1.510, 0.104, -1.269], [-0.652, 0.132, 0.961], [-1.877, 0.284, 0.266], [1.463, -0.248, -0.263], [0.152, 0.003, -0.031], [-0.517, -0.086, 1.950], [2.008, 0.740, -0.276], [1.875, -0.644, 0.625], [1.759, -0.731, -1.227]], "lowdin_charge": [0.2023, 0.2429, 0.0071, 0.0353, -0.0293, 0.0152, 0.1263, 0.1570, 0.0988, 0.1444]}



11.
{"formula": "C5H4N2", "method": "ωB97M-V/def2-TZVPD", "homo_ev": -9.16, "smiles": "C#Cc1ccn[nH]1", "gap_ev": 9.152, "elements": ["C", "C", "C", "C", "C", "N", "N", "H", "H", "H", "H"], "positions_angstrom": [[-2.474, -0.135, -0.877], [-1.745, 0.002, 0.095], [-0.446, -0.031, 0.641], [0.465, 1.012, 0.612], [1.658, 0.413, 0.190], [1.524, -0.901, 0.011], [0.262, -1.153, 0.316], [-1.935, -0.108, -1.816], [0.248, 2.058, 0.773], [2.590, 0.896, -0.062], [-0.149, -2.054, 0.118]], "lowdin_charge": [0.0290, -0.0524, -0.3007, -0.0210, -0.1491, 0.0502, 0.0104, 0.0594, 0.1092, 0.1003, 0.1647]}



12.
{"formula": "C5H4N2", "method": "ωB97M-V/def2-TZVPD", "homo_ev": -9.50, "smiles": "C#CC1=NN=CC1", "gap_ev": 8.997, "elements": ["C", "C", "C", "N", "N", "C", "C", "H", "H", "H", "H"], "positions_angstrom": [[2.925, -0.482, 0.052], [1.675, -0.281, -0.217], [0.269, -0.518, -0.489], [-0.401, -1.578, -0.144], [-1.796, -1.331, 0.040], [-1.886, -0.029, -0.054], [-0.659, 0.833, -0.146], [4.136, -0.303, 0.446], [-2.811, 0.709, 0.211], [-0.681, 1.127, 1.081], [-0.772, 1.853, -0.780]], "lowdin_charge": [0.0774, -0.1227, -0.2990, 0.0533, 0.0310, -0.2483, -0.1035, 0.1269, 0.1477, 0.1918, 0.1455]}



13.
{"formula": "C5H4N2", "method": "ωB97M-V/def2-TZVPD", "homo_ev": -9.13, "smiles": "N#C[C@@]12C=C[C@@H]1N2", "gap_ev": 9.659, "elements": ["N", "C", "C", "C", "C", "C", "N", "H", "H", "H", "H"], "positions_angstrom": [[-0.414, 1.456, 2.628], [-0.377, 1.073, 1.536], [0.071, 0.357, 0.432], [0.319, -1.205, 0.525], [0.146, -1.336, -0.820], [-0.365, 0.146, -1.032], [0.705, 1.050, -0.844], [0.677, -1.763, 1.363], [0.294, -2.227, -1.524], [-1.250, 0.512, -1.418], [0.196, 1.938, -0.844]], "lowdin_charge": [0.1565, -0.1873, -0.3255, 0.0382, -0.0021, -0.2255, 0.1177, 0.0944, 0.1159, 0.1157, 0.1020]}



14.
{"formula": "C5H4N2", "method": "ωB97M-V/def2-TZVPD", "homo_ev": [-8.35, -8.38], "gap_ev": [7.398, 7.444], "elements": ["C", "C", "C", "N", "C", "C", "N", "H", "H", "H", "H"], "positions_angstrom": [[1.365, 1.220, 1.948], [1.052, 0.416, 1.104], [0.687, -0.533, 0.114], [-0.511, -1.156, 0.087], [-0.911, -0.712, -1.163], [-1.097, 0.669, -1.451], [-1.287, 1.785, -1.722], [1.620, 1.942, 2.693], [1.430, -0.856, -0.601], [-1.096, -1.344, 0.895], [-1.251, -1.431, -1.904]], "lowdin_charge": [0.1517, -0.0871, -0.1522, -0.0288, -0.1476, -0.2686, 0.1176, 0.0380, 0.1200, 0.1527, 0.1044]}



15.
{"formula": "C5H4N2", "method": "ωB97M-V/def2-TZVPD", "homo_ev": -8.84, "gap_ev": 9.282, "elements": ["C", "C", "C", "C", "C", "N", "N", "H", "H", "H", "H"], "positions_angstrom": [[2.789, -0.215, -0.022], [1.586, -0.160, -0.021], [0.160, -0.100, -0.014], [-0.785, -1.074, 0.216], [-2.078, -0.511, -0.027], [-1.844, 0.826, -0.353], [-0.499, 1.059, -0.270], [3.855, -0.274, -0.023], [-0.571, -2.097, 0.493], [-2.506, 0.613, 0.603], [-0.107, 1.935, -0.582]], "lowdin_charge": [0.1421, -0.0601, -0.2994, -0.0725, -0.1273, -0.0491, 0.0304, 0.0362, 0.0939, 0.1458, 0.1599]}



16.
{"formula": "C5H4N2", "method": "ωB97M-V/def2-TZVPD", "homo_ev": [-9.43, -8.39], "gap_ev": [8.799, 6.775], "elements": ["C", "C", "C", "C", "C", "N", "N", "H", "H", "H", "H"], "positions_angstrom": [[3.535, -0.103, -0.019], [-0.344, 1.603, -0.081], [0.926, 0.238, 0.092], [2.396, -0.870, 0.087], [-0.526, 0.178, -0.403], [4.498, 0.575, -0.041], [0.876, 1.532, 0.497], [-0.861, 2.516, -0.200], [2.106, -1.718, -0.580], [-1.127, -0.263, 0.446], [-0.857, -0.171, -1.425]], "lowdin_charge": [-0.3437, -0.1064, -0.1728, 0.0411, -0.1077, 0.1418, 0.1186, 0.0994, 0.0744, 0.1295, 0.1258]}



17.
{"formula": "C5H4N2", "method": "ωB97M-V/def2-TZVPD", "homo_ev": -9.72, "gap_ev": 10.401, "elements": ["C", "C", "C", "C", "N", "N", "C", "H", "H", "H", "H"], "positions_angstrom": [[2.877, -0.835, 0.502], [1.687, -0.439, 0.347], [0.324, -0.031, 0.176], [-0.822, -0.794, 0.282], [-1.834, 0.014, -0.086], [-1.439, 1.248, -0.440], [-0.131, 1.233, -0.272], [2.501, -0.304, -0.596], [-0.974, -1.818, 0.594], [-2.812, -0.218, -0.153], [0.468, 2.108, -0.490]], "lowdin_charge": [0.0606, -0.1724, -0.2440, -0.0339, -0.0254, 0.0408, -0.1094, 0.0799, 0.1317, 0.1552, 0.1171]}



18.
{"formula": "C5H4N2O", "method": "ωB97M-V/def2-TZVPD", "homo_ev": -11.32, "smiles": "C[C@@H](C#N)C(=O)C#N", "gap_ev": 10.666, "elements": ["C", "C", "C", "N", "C", "O", "C", "N", "H", "H", "H", "H"], "positions_angstrom": [[-0.154, 1.248, -0.716], [-0.709, 0.009, 0.376], [-1.607, -0.974, 0.122], [-2.257, -1.981, 0.164], [0.618, -0.404, 0.795], [1.213, -0.176, 1.812], [1.635, -0.985, -0.216], [2.466, -1.745, -0.655], [0.537, 0.702, -1.465], [0.401, 2.194, -0.031], [-1.061, 1.506, -1.411], [-1.081, 0.606, 1.225]], "lowdin_charge": [-0.0006, -0.2923, -0.1916, 0.1915, -0.4225, 0.1502, -0.1007, 0.1591, 0.0716, 0.1762, 0.0959, 0.1631]}



19.
{"formula": "C5H4N2O3S", "method": "ωB97M-V/def2-TZVPD", "homo_ev": -9.22, "smiles": "O=S1(=O)/N=C/C=C\\C=C=NO1", "gap_ev": 8.033, "elements": ["O", "S", "O", "N", "C", "C", "C", "C", "C", "N", "O", "H", "H", "H", "H"], "positions_angstrom": [[-1.672, 3.346, 3.014], [-1.588, 2.001, 2.574], [-1.205, 0.965, 3.475], [-0.832, 1.769, 1.176], [0.318, 1.512, 0.675], [0.498, 0.551, -0.349], [-0.306, -0.546, -0.549], [-1.502, -0.889, 0.120], [-2.277, -0.015, 0.759], [-3.196, 0.704, 1.089], [-3.134, 1.670, 2.016], [1.220, 2.019, 1.034], [1.441, 0.576, -0.878], [0.097, -1.327, -1.179], [-1.765, -1.938, 0.188]], "lowdin_charge": [-0.2390, 0.6048, -0.2415, -0.0630, -0.1471, -0.0708, -0.0581, -0.0587, -0.0726, 0.0550, -0.1754, 0.1348, 0.1002, 0.1119, 0.1197]}



20.
{"formula": "C5H4N2O4SSc", "method": "ωB97M-V/def2-TZVPD", "homo_ev": -22.09, "gap_ev": 7.405, "total_charge": 3, "elements": ["Sc", "O", "C", "C", "O", "C", "O", "C", "O", "N", "C", "N", "S", "H", "H", "H", "H"], "positions_angstrom": [[-0.363, -0.044, -0.431], [-2.439, -0.067, -3.338], [-1.765, -0.056, -2.407], [-0.426, 1.429, 1.340], [-0.549, 1.995, 2.353], [1.600, -1.203, -0.102], [2.467, -1.921, 0.209], [1.134, 1.400, -0.958], [1.912, 2.194, -1.311], [-0.145, -2.248, 3.972], [-0.904, -2.256, 2.885], [-1.962, -3.058, 2.842], [-0.560, -1.275, 1.550], [-0.287, -2.803, 4.797], [0.654, -1.638, 3.993], [-2.499, -3.020, 1.992], [-2.274, -3.691, 3.566]], "lowdin_charge": [0.7260, 0.2486, 0.1080, -0.0301, 0.2293, -0.0285, 0.2295, 0.0235, 0.2958, 0.2174, -0.6898, 0.2044, 0.8596, 0.1670, 0.1395, 0.1283, 0.1716]}



| no. | DFT total energy (Ha) |
| --- | --- |
| 1 | -5675.92214 |
| 2 | -2917.39956 |
| 3 | -1020.79027 |
| 4 | -510.21756 |
| 5 | -1511.46127 |
| 6 | -803.58339 |
| 7 | -502.04558 |
| 8 | -1340.76232 |
| 9 | -745.67132 |
| 10 | -247.05472 |
| 11 | -302.28755 |
| 12 | -302.19335 |
| 13 | -302.27288 |
| 14 | -302.25521 |
| 15 | -302.23216 |
| 16 | -302.22011 |
| 17 | -302.29157 |
| 18 | -377.54570 |
| 19 | -926.16577 |
| 20 | -1761.15167 |